[1]
Formula: C32H27N5O2RuS2
Source: the Open Molecules 2025 dataset
Level of theory: ωB97M-V with the def2-TZVPD basis set

Geometry as XYZ:
```
69
Properties=species:S:1:pos:R:3:forces:R:3
C -0.143660 4.186431 -0.791076 -0.06 -0.10 -0.08
C 5.296095 -3.456022 -1.580599 -0.04 0.08 -0.01
H -3.754389 1.364684 -2.205992 0.00 0.00 -0.01
C 3.840523 -1.859650 -2.789940 -0.02 -0.01 -0.15
H -2.425292 -3.950101 0.624410 0.01 0.00 0.00
H -1.071086 5.940111 -1.599341 0.00 0.00 -0.01
O 1.990941 3.133876 2.347918 -0.08 0.25 -0.32
N -1.784415 -1.163248 0.680649 -0.05 -0.03 -0.10
H 1.249710 -3.008335 -1.652691 0.06 -0.04 -0.01
N -1.764987 0.882247 -0.364385 -0.09 -0.09 0.04
C 1.077209 -2.254001 0.347181 0.09 0.11 -0.13
C 3.314841 5.343314 1.791375 -0.03 0.03 -0.02
H 2.502647 -1.998800 3.943854 0.00 -0.01 0.01
C -3.209395 -3.510331 0.002353 0.01 0.00 -0.01
H 4.122274 5.913524 1.338074 -0.02 0.02 0.00
H 3.688362 4.730908 2.609091 0.02 0.00 -0.02
C -2.564040 2.921980 -1.271485 0.04 -0.09 0.01
H -0.412123 -2.719936 -1.154933 0.03 0.04 -0.01
H -2.718737 0.611679 -0.531075 0.00 -0.02 0.00
C 2.187294 3.385743 1.152029 -0.42 0.24 0.39
H 2.572619 -0.364039 -3.660804 0.03 0.00 0.06
C 4.602269 -1.366195 -0.543499 0.10 -0.31 -0.01
C -1.193663 4.893784 -1.344113 0.06 0.03 -0.01
H -3.230229 4.795574 -2.037281 0.00 0.01 0.00
N 5.842886 -4.463633 -1.482075 0.00 0.03 -0.03
H 1.262930 -0.097402 2.958779 0.01 0.04 0.00
H 0.633478 -1.357077 -1.562398 0.00 0.01 0.02
C -1.057048 -0.048459 0.300013 -0.11 -0.08 0.22
C 1.390709 -1.018104 2.405972 -0.11 -0.24 0.09
C -1.479302 2.232938 -0.690178 -0.07 0.23 -0.04
O 2.772950 4.521926 0.750128 0.22 -0.26 0.06
H -3.929575 -4.294634 -0.225245 0.00 0.00 0.00
H -6.918457 -1.378491 1.861870 0.00 0.00 0.00
S 3.554696 0.718700 0.922142 0.30 -0.09 0.37
H -2.735960 -3.190931 -0.927963 0.00 0.00 0.01
C 0.611190 -2.336294 -1.082960 -0.11 0.01 0.00
C 4.601185 -2.197828 -1.658585 -0.02 -0.13 0.21
C -2.403279 4.256348 -1.588304 -0.04 0.05 -0.04
H -1.219423 -1.938310 0.996136 -0.02 0.02 0.01
C -5.864003 -1.322899 1.624969 -0.02 0.00 0.00
H 1.985460 -4.192704 0.304073 -0.04 0.05 0.03
C 2.085930 -2.085129 2.949008 -0.04 0.00 -0.01
C -3.878272 2.237427 -1.556624 0.00 0.01 0.00
C 1.785659 -3.314245 0.910721 0.06 0.01 0.05
N 0.212031 0.045807 0.555463 0.30 -0.40 0.07
C -3.882850 -2.353262 0.683391 -0.05 -0.01 0.01
H 5.122651 -1.674632 0.352601 0.09 -0.02 -0.01
N 3.581429 -3.454068 -4.811136 -0.06 -0.06 -0.06
H 2.549220 6.018928 2.174426 -0.02 -0.01 0.01
C -5.136652 -0.182800 1.930329 0.03 -0.01 -0.01
Ru 1.361362 1.829150 0.330659 1.68 -0.55 -0.64
H -5.796380 -3.290985 0.780153 -0.01 0.00 0.00
C -3.784752 -0.125142 1.630530 -0.04 -0.01 0.00
C -0.237396 2.824940 -0.437214 -0.25 0.26 0.25
C 3.161885 0.170636 -1.673685 -0.32 0.37 -0.57
H -4.382300 1.901010 -0.644184 0.00 -0.01 0.01
C 3.155965 -0.645751 -2.791376 0.06 -0.12 -0.12
H 0.803473 4.689038 -0.641731 -0.03 0.02 0.01
C -5.231158 -2.397323 1.017515 0.00 0.00 0.00
H -5.612225 0.658803 2.416876 0.00 0.00 0.00
C -3.160869 -1.196431 0.994647 0.09 0.04 -0.01
H -4.555432 2.922901 -2.064585 0.00 0.00 0.01
C 3.835256 -0.205129 -0.507908 -0.32 0.16 0.50
H -3.203988 0.750227 1.891480 0.01 0.01 0.00
C 3.699692 -2.752087 -3.907312 0.22 0.19 0.20
H 2.854395 -4.066705 2.606433 -0.01 0.01 0.02
S 2.273802 1.691691 -1.724844 -0.68 0.11 -0.04
C 2.285099 -3.239760 2.200661 -0.03 0.06 -0.01
C 0.873217 -1.103433 1.119621 -0.28 0.26 -0.17
```
Forces are in eV/Å.

The calculation puts the energy above the lowest of the compared OMol25 structures with the same formula, charge and spin at 0.0 kJ/mol. For the largest force on an atom, the calculation gives 1.9 eV Å⁻¹. The molar mass comes out at 678.81 g mol⁻¹. Its spin multiplicity is 2. As for the frontier orbital gap (alpha / beta): 0.236 / 0.240 Eh. The net charge is -1. The LUMO energy (alpha / beta) is 2.2 / 2.2 eV.

Here are the Mulliken charges for atoms 1 to 4, given in e: atom 1 (C): 0.212, atom 2 (C): -0.085, atom 3 (H): 0.373, atom 4 (C): 0.454

[2]
Formula: C32H28AsBBrMoN10O8S
Source: the Open Molecules 2025 dataset
Level of theory: ωB97M-V with the def2-TZVPD basis set

Geometry as XYZ:
```
83
Properties=species:S:1:pos:R:3:forces:R:3
C 0.472581 -3.695928 0.719197 0.07 -0.02 0.01
H 2.875381 2.602421 2.915699 -0.01 0.00 -0.03
H -0.097841 2.503546 0.241846 0.00 -0.01 -0.01
C -4.738068 0.540094 -3.648784 0.07 0.00 0.03
H -6.320598 2.564883 -5.870560 0.00 0.00 0.00
H -0.128408 2.651674 5.705560 0.00 0.00 0.00
N -1.813117 1.596141 -5.479510 -0.11 0.05 0.11
H -2.157595 1.792030 6.838187 0.00 0.00 0.00
C -0.617670 1.784581 3.830128 0.00 0.00 0.02
H -3.976812 0.768828 5.485503 0.00 0.01 0.00
O 2.835453 -0.414164 -2.260807 0.09 0.07 -0.10
N 1.041017 -2.069840 3.422526 0.08 -0.03 0.02
N 3.197431 -0.287772 0.896820 0.01 -0.03 -0.04
C 4.904289 -0.607043 2.292844 0.01 0.00 0.02
H -3.704609 0.333199 3.121389 0.00 0.01 0.00
H -0.090726 -4.257836 5.395015 0.00 0.00 0.00
H 0.839718 -2.533393 -2.300684 -0.01 0.01 0.00
H 4.191110 -1.777752 -3.042665 0.00 0.00 0.00
N 1.165087 -1.872551 -0.332574 -0.16 0.07 0.07
C -3.447622 0.756140 -4.127478 -0.11 -0.06 0.03
C -1.590375 1.019693 2.978350 -0.03 0.02 -0.05
H 3.641754 -1.822954 3.681680 0.00 0.00 -0.01
C -5.491649 2.062778 -5.391125 0.04 0.01 -0.03
H -4.009098 2.911943 -6.703011 0.01 0.00 0.00
N 0.303906 -0.263825 1.866655 -0.31 -0.18 -0.28
O -3.907696 0.528905 0.680370 -0.02 0.02 -0.01
C 0.775886 -2.765709 -1.248684 0.03 0.01 0.01
C 0.158003 0.536417 -4.553778 -0.01 -0.04 -0.12
O -1.922222 -0.757116 1.399786 -0.10 -0.05 0.06
C 2.215140 0.355552 -5.818770 0.03 0.00 0.01
C -0.220290 1.894888 1.130068 -0.04 0.00 -0.10
H 0.307526 0.901671 -6.644159 0.02 0.00 -0.01
C 4.174567 -0.976616 -2.307901 -0.02 -0.06 -0.03
H -2.225287 2.651235 1.562383 -0.01 -0.01 0.02
B 1.296554 -1.551689 2.055803 0.11 0.05 0.07
C 4.494939 -0.028746 1.102929 -0.02 0.00 -0.02
H 1.567341 -0.365306 4.601709 0.01 -0.01 0.00
C -3.175994 1.591120 -5.213599 0.16 -0.02 -0.05
C -1.286911 0.809672 -4.590120 0.06 -0.02 -0.02
O 0.382018 0.209928 -2.112831 -0.06 -0.09 0.03
H 3.986455 -0.233121 -4.749430 -0.01 -0.01 -0.01
C -1.669480 1.714011 1.585352 0.00 -0.01 0.03
O 0.724794 4.353324 2.767015 0.00 -0.03 0.01
C -2.893164 0.774244 3.685087 -0.01 0.01 0.00
H 0.671655 -1.939421 6.652503 0.00 0.00 0.00
H 5.886560 -0.586984 2.730697 0.00 0.00 0.00
C -4.212522 2.263891 -5.861949 -0.06 0.01 0.01
O 2.108739 1.931511 -0.723460 -0.06 0.21 0.11
Br 3.125112 0.479974 -7.454697 0.00 0.00 -0.01
H -0.025936 -4.827814 -1.107068 0.00 0.00 0.00
C 0.706929 -2.165016 5.600889 -0.01 0.01 -0.01
N -2.216272 0.258265 -3.735241 0.02 0.19 0.11
H 0.263448 -4.308358 1.578702 -0.02 0.00 0.01
O -1.893376 0.442204 -0.740296 0.01 0.01 -0.02
C -5.749913 1.211716 -4.300825 -0.01 0.01 -0.01
N 0.509491 -3.298834 3.655199 -0.06 0.03 -0.03
H -1.063090 -1.138799 3.203133 0.04 0.01 0.02
Mo 1.801456 0.327071 -0.530438 0.27 -0.24 -0.18
C 2.930761 -0.019750 -4.681572 -0.06 0.04 -0.02
O 2.173292 1.934863 2.858692 0.02 0.01 0.05
C 0.863859 0.623316 -5.760093 -0.07 -0.09 0.00
N 0.500762 0.640281 0.973423 0.03 0.14 0.42
H -0.566810 0.399243 -1.966221 -0.03 0.08 -0.16
C 0.884876 0.216370 -3.423834 0.00 0.05 0.13
C 1.160370 -1.365798 4.590280 0.02 0.00 0.01
N 0.977316 -2.460427 0.881409 -0.01 -0.02 -0.06
H 4.368921 -1.378335 -1.319519 0.00 0.01 0.01
H 4.887220 -0.195095 -2.563830 0.00 0.00 0.00
S -2.500951 0.495631 0.559726 0.08 -0.01 -0.04
N 2.752194 -1.018966 1.950755 -0.06 0.10 0.03
C 3.773924 -1.229889 2.792205 0.02 -0.03 0.00
C -2.009790 1.605528 5.784701 0.01 0.00 -0.01
H -6.771039 1.079502 -3.969571 0.00 0.00 0.00
H -4.942193 -0.117561 -2.813765 0.00 0.00 -0.01
C 0.316824 -3.361260 4.956023 -0.02 -0.01 0.01
C 2.239631 -0.076081 -3.495809 0.03 -0.04 0.08
C -3.036390 1.014629 5.010310 0.01 -0.01 0.00
H 5.051355 0.568700 0.397898 0.00 -0.01 0.00
As 0.623306 2.749386 2.768615 0.00 0.06 -0.06
C 0.335753 -3.931138 -0.635977 0.01 -0.02 0.00
H -2.094008 -0.448311 -3.033122 0.03 -0.17 -0.10
C -1.060419 -0.351179 2.458247 0.12 0.03 0.05
C -0.836758 2.049382 5.148451 0.00 -0.04 0.02
```
Forces are in eV/Å.

For the largest force on an atom, the calculation gives 0.5 eV Å⁻¹. The molar mass comes out at 974.28 g mol⁻¹. Its spin multiplicity is 2. As for the frontier orbital gap (alpha / beta): 0.164 / 0.164 Eh. The net charge is +2. The LUMO energy (alpha / beta) is -8.1 / -8.1 eV.

Here are the Mulliken charges for atoms 1 to 4, given in e: atom 1 (C): 0.020, atom 2 (H): 0.307, atom 3 (H): 0.699, atom 4 (C): -0.934

[3]
Formula: C32H28BrN2O9P2S
Source: the Open Molecules 2025 dataset
Level of theory: ωB97M-V with the def2-TZVPD basis set

Geometry as XYZ:
```
75
Properties=species:S:1:pos:R:3:forces:R:3
H -6.661949 1.554010 4.546098 -0.03 -0.04 -0.03
H 3.548646 -5.371735 -4.253648 0.00 0.00 -0.01
O -8.006613 0.301048 2.879865 0.01 0.00 0.00
O 3.439993 -1.470647 -7.154531 0.01 0.03 0.03
C -5.641347 -1.659384 0.971982 -0.01 0.03 0.05
C -6.871131 -1.161643 1.414256 0.07 0.01 0.03
C -5.709738 1.143123 4.239682 0.04 0.04 0.06
H -2.356100 -0.375080 3.089878 -0.04 -0.09 -0.05
C 2.083556 3.175832 2.387150 0.04 -0.20 -0.04
C -4.455012 -0.294166 2.768331 -0.05 -0.03 -0.05
C 3.479458 -1.584543 -3.554506 0.03 0.31 0.14
H -6.740439 -3.698068 -1.491414 -0.01 0.00 0.00
C -5.672433 0.236397 3.185752 0.01 -0.03 -0.03
C -4.370567 -1.239634 1.616705 0.05 -0.02 -0.04
O -3.290568 -1.640305 1.228944 0.00 0.03 -0.01
H 3.627147 2.240679 1.176366 0.00 -0.10 0.04
C 3.469076 0.374494 -5.681831 0.00 -0.03 0.06
H 0.952839 1.045742 1.084870 0.02 -0.21 -0.19
H 3.488471 -3.762935 -6.137506 0.01 0.05 -0.02
H 2.247771 2.807837 0.253721 -0.08 -0.03 0.01
C -5.598226 -2.567974 -0.078621 -0.03 -0.05 -0.05
O 3.271716 -1.870136 3.870027 0.21 0.50 0.15
P 2.916709 -1.385507 2.415744 -0.83 -1.27 -1.26
C 3.429782 0.826928 -4.358060 0.01 -0.05 0.05
H -1.001988 2.563520 3.160617 -0.02 -0.03 0.29
O -0.223062 3.400692 0.832039 0.23 -0.65 0.18
C 3.447154 3.099956 -5.137926 0.00 0.02 0.00
O 3.367397 0.248324 -2.063516 -0.06 0.09 0.21
O -0.558747 3.397579 3.369591 0.14 -0.25 -0.33
C -6.774374 -2.988383 -0.675582 -0.01 0.01 0.00
C -6.950003 -0.166704 2.521509 -0.06 0.02 0.01
H 3.373438 2.531949 -3.068717 0.02 -0.03 0.01
C 3.526566 -2.484334 -2.506310 -0.08 -0.21 0.36
C 3.532917 -4.308351 -4.055431 0.00 0.04 0.02
H 3.546428 0.928899 -7.741475 -0.01 -0.05 0.02
H 2.568153 -2.429064 4.229638 0.11 -0.03 0.13
Br 0.363616 0.041748 3.289761 -0.02 -0.18 0.09
H -2.412049 1.235833 4.999447 -0.01 -0.01 0.04
C 3.411145 2.191788 -4.094126 0.00 0.06 -0.05
C 3.502672 2.649207 -6.451617 0.00 0.00 0.02
H 4.267895 -0.903254 0.821683 0.23 -0.34 -0.09
H 2.911902 0.803382 4.523440 -0.05 0.10 0.05
H -4.571785 2.209810 5.704608 0.00 0.00 0.00
C -4.539581 1.506466 4.883353 0.00 0.01 -0.01
N 1.975734 -2.206134 1.527733 0.24 0.34 0.46
H -4.641174 -2.940883 -0.416397 0.02 0.02 0.04
P 0.389628 3.973084 2.222754 -0.08 1.06 0.07
N 1.960365 0.959782 1.229515 0.11 0.24 0.20
C 2.544146 2.341162 1.191134 0.12 0.22 -0.15
H 3.523364 -2.094449 -1.497976 -0.02 -0.08 0.03
H 1.614548 -3.080085 1.883722 -0.17 -0.05 -0.43
H -8.992499 -1.203071 1.167216 0.03 0.04 0.03
H 3.539780 3.360451 -7.265862 -0.01 0.00 0.00
H 2.746306 4.044007 2.391871 -0.03 0.06 0.12
O 4.336129 -1.113877 1.764577 0.08 0.81 0.49
C -3.323437 0.960492 4.480265 -0.02 0.01 -0.06
O 2.191612 2.483995 3.630835 -0.02 -0.12 -0.17
C 2.161676 0.303809 2.593158 -0.05 0.10 0.45
S 0.585249 5.857326 2.227186 0.02 -0.19 -0.04
C 2.881780 1.263490 3.538636 0.15 0.11 -0.22
H 3.435964 4.161685 -4.930454 0.00 0.00 -0.01
C -8.047058 -1.589949 0.812791 -0.05 -0.03 -0.05
H -0.782683 2.615722 0.911206 -0.24 0.19 -0.10
C 3.422164 -0.133403 -3.226595 -0.05 -0.07 -0.08
H -8.915439 -2.839293 -0.691026 0.00 0.00 0.00
H 2.320139 0.385206 0.458907 -0.07 -0.03 -0.12
C 3.549157 -3.846198 -2.742173 0.03 -0.01 -0.21
H 3.916902 1.416746 3.212232 0.02 -0.12 -0.01
C -3.285533 0.064859 3.424818 0.13 0.17 0.12
C 3.498470 -3.412137 -5.114676 0.00 -0.06 0.04
C 3.509166 1.290913 -6.723287 -0.01 0.06 -0.03
H 3.579877 -4.543855 -1.916160 0.00 0.00 -0.01
C -7.997813 -2.503584 -0.226718 0.02 0.00 -0.01
C 3.458993 -1.084025 -6.008651 -0.01 -0.06 -0.07
C 3.475752 -2.045185 -4.868823 0.01 0.03 -0.05
```
Forces are in eV/Å.

For the largest force on an atom, the calculation gives 2.0 eV Å⁻¹. The molar mass comes out at 758.50 g mol⁻¹. Its spin multiplicity is 1. As for the frontier orbital gap: 0.307 Eh. The net charge is +1. The LUMO energy is -3.3 eV.

Here are the Mulliken charges for atoms 1 to 4, given in e: atom 1 (H): 0.505, atom 2 (H): 0.401, atom 3 (O): -0.637, atom 4 (O): -0.641